{
  "formula": "C9H8Cl4Cu2F15O15S5",
  "method": "ωB97M-V/def2-TZVPD",
  "species": ["O", "C", "F", "C", "O", "H", "F", "F", "Cl", "S", "Cu", "F", "C", "H", "O", "O", "Cu", "O", "F", "Cl", "H", "O", "Cl", "H", "F", "C", "F", "O", "H", "C", "S", "H", "C", "C", "Cl", "F", "O", "O", "S", "F", "F", "O", "C", "F", "F", "S", "C", "O", "S", "F", "O", "O", "O", "F", "H", "F", "H", "O"],
  "xyz": [[-1.965, -4.850, -5.153], [-0.553, -3.381, 3.885], [-1.307, 4.393, 3.826], [-1.770, 4.518, 2.583], [-0.920, 2.592, -2.656], [4.040, 3.977, 3.427], [0.824, -3.293, -5.348], [-5.552, 0.734, -0.600], [2.392, 3.154, 4.732], [-0.603, 3.586, 1.393], [-2.025, -1.083, -3.299], [2.981, -0.716, -0.090], [3.216, 2.301, 2.176], [1.323, -4.273, 3.688], [-0.529, 2.225, 1.969], [0.294, 0.456, -0.143], [-0.267, 0.114, 2.024], [-2.732, 1.705, -0.742], [1.574, -4.401, -3.652], [1.822, -2.055, 4.286], [4.089, 2.171, 1.536], [-0.623, 0.486, -3.707], [2.478, 0.700, 2.432], [-0.635, -3.663, 4.935], [2.036, 3.277, -3.256], [0.675, -4.341, -4.621], [1.855, 1.504, -1.993], [-1.170, 3.567, 0.035], [-1.122, -4.197, 3.439], [-4.775, 0.309, 0.423], [-1.149, -4.522, -3.943], [1.066, -3.166, 2.425], [1.639, 2.015, -3.215], [3.608, 2.979, 3.493], [-1.348, -1.859, 3.522], [0.893, -5.418, -5.375], [-1.497, -3.204, -3.414], [-2.101, 0.077, 0.917], [-2.975, 0.351, -0.245], [-1.801, 5.789, 2.145], [2.387, 1.403, -4.077], [0.041, -1.615, 0.637], [0.880, -3.297, 3.491], [2.472, -2.683, -0.949], [2.547, -0.926, -2.188], [0.401, -0.913, -0.591], [2.247, -1.366, -1.001], [0.605, 4.360, 1.479], [-0.212, 1.913, -3.738], [-4.829, 1.114, 1.388], [-2.821, -0.633, -1.352], [-0.376, -1.337, -1.756], [-0.352, 2.578, -5.056], [-5.112, -0.944, 0.712], [2.442, 2.891, 1.685], [-2.989, 3.985, 2.429], [4.478, 2.490, 3.933], [-1.197, -5.577, -2.887]],
  "atomic_forces_ev_per_a": [[2.1, 0.8, 2.0], [0.1, -0.6, 0.6], [-0.7, 0.6, -0.1], [1.1, -1.3, -2.6], [1.4, -0.7, -1.3], [-0.5, 0.2, -1.1], [0.2, 1.8, -0.7], [0.0, -0.2, 0.7], [-0.7, -0.3, 0.3], [-1.0, 0.3, -3.7], [2.1, 0.5, 1.8], [0.2, -0.6, -0.2], [-0.7, 1.3, 0.4], [0.2, 0.0, 0.4], [0.2, -1.2, 1.5], [1.1, 1.5, -0.8], [-0.3, 1.2, -2.9], [-1.8, -2.2, 0.8], [0.2, 0.6, 0.6], [0.1, 0.4, 0.5], [-0.1, 0.0, 0.1], [-0.2, -2.1, -1.0], [0.0, -0.5, 0.5], [0.0, 0.8, 0.3], [-0.5, 0.6, 0.6], [-1.7, -2.4, 1.3], [-0.3, 0.6, -0.6], [0.5, 0.5, 3.0], [0.3, 0.2, -0.8], [2.0, -1.6, -4.1], [-2.4, -3.5, -0.9], [-0.6, 0.2, 0.0], [-1.2, 0.2, 0.2], [1.7, -0.1, 0.1], [-0.9, 0.8, 0.1], [-0.1, -0.3, -0.5], [-0.1, 2.2, 0.3], [-1.6, -1.1, 0.2], [2.6, 3.6, -1.6], [-0.1, -0.4, 1.1], [1.0, -1.6, -1.2], [0.4, -2.0, 2.2], [0.7, -1.5, -1.2], [-0.2, 0.6, 0.3], [0.2, -0.1, -0.8], [-1.3, -0.4, -1.5], [-1.4, 0.4, 0.9], [0.8, -0.1, 1.0], [-2.6, 4.0, 0.5], [-0.7, 1.3, 2.5], [-1.2, -0.8, 0.3], [2.1, 0.3, 1.4], [1.2, -2.0, 2.0], [-0.4, 0.1, 0.6], [0.1, 0.0, -0.2], [0.1, 0.4, 0.9], [-0.3, -0.7, 0.2], [1.0, 2.3, -2.1]],
  "spin_multiplicity": 3,
  "lumo_energy_ev": [1.08, -2.35],
  "total_charge": -1,
  "homo_energy_ev": [-6.98, -6.96]
}

---

{
  "formula": "C22H31FeGe2N3O5S",
  "method": "ωB97M-V/def2-TZVPD",
  "species": ["H", "H", "O", "C", "H", "H", "S", "H", "Ge", "H", "Fe", "C", "H", "C", "O", "C", "C", "H", "C", "C", "H", "C", "C", "C", "C", "C", "H", "H", "N", "H", "H", "H", "H", "H", "Ge", "H", "C", "H", "H", "H", "C", "H", "H", "C", "H", "C", "N", "C", "C", "H", "H", "O", "H", "H", "C", "C", "H", "C", "H", "O", "O", "N", "H", "C", "H"],
  "xyz": [[-3.061, 3.487, -2.154], [-2.421, -3.886, 1.417], [4.001, 0.823, -1.827], [-4.234, 1.067, -0.235], [-8.692, -3.236, -0.962], [-6.477, -4.102, -1.641], [0.887, -3.230, 1.237], [3.376, -4.331, 1.403], [-2.390, 1.594, 0.226], [-0.648, 1.654, -1.621], [0.091, -0.957, 0.946], [-6.768, -0.620, -0.006], [-8.870, -1.008, 0.095], [-2.310, 2.755, -2.456], [3.579, 3.720, -1.319], [-5.424, -2.362, -0.965], [2.074, 0.613, -0.381], [4.253, -3.270, 2.447], [2.951, 2.822, -0.853], [-7.903, -1.386, -0.212], [3.190, -1.435, 3.349], [-1.594, -3.351, -1.266], [-2.272, 2.603, 1.908], [1.768, 2.951, 0.130], [-7.804, -2.639, -0.802], [-1.398, 2.379, -1.287], [-0.413, -1.541, -1.216], [0.785, -1.008, 3.811], [2.374, -1.636, 2.789], [-3.041, -1.136, 2.677], [-1.128, -3.874, -0.433], [1.531, 0.161, 2.907], [-2.844, 1.885, -2.841], [-3.090, -3.624, 3.024], [-2.488, -0.855, 0.293], [-3.333, 4.184, 2.962], [-3.422, 3.602, 2.044], [-1.893, -1.349, -2.037], [-6.847, 0.349, 0.472], [-0.856, 3.254, -0.921], [1.299, 1.559, 0.381], [-4.389, 3.098, 2.063], [-1.111, -3.703, -2.178], [-3.023, -3.206, 2.019], [-2.634, -3.674, -1.298], [3.143, 1.319, -1.157], [1.249, -0.814, 2.927], [-1.475, -1.832, -1.147], [-4.304, -0.278, -0.185], [-1.741, 3.189, -3.278], [-2.281, 1.892, 2.738], [1.336, 3.958, 0.618], [-4.029, -3.195, 1.596], [-1.456, -1.814, 2.556], [-6.561, -3.126, -1.180], [-2.433, -1.795, 2.050], [-5.101, 1.677, -0.483], [2.304, -2.753, 2.042], [-3.438, 4.310, 1.213], [1.818, -0.607, -0.304], [0.382, 1.163, 1.144], [3.388, -3.516, 1.994], [-4.456, -2.743, -1.269], [-5.513, -1.097, -0.387], [-1.306, 3.108, 1.930]],
  "atomic_forces_ev_per_a": [[0.0, 0.0, 0.0], [0.0, 0.0, 0.0], [-0.1, 0.0, 0.0], [0.1, -0.1, 0.0], [0.0, 0.0, 0.0], [0.0, 0.0, 0.0], [0.0, -0.1, 0.0], [0.0, 0.0, 0.0], [0.0, 0.3, 0.0], [0.0, 0.0, 0.0], [0.2, 0.3, 0.1], [0.0, 0.0, 0.0], [0.0, 0.0, 0.0], [0.0, 0.0, 0.0], [0.0, 0.0, 0.1], [0.0, 0.0, 0.0], [-0.2, 0.1, 0.1], [0.0, 0.0, 0.0], [-0.2, 0.1, -0.2], [0.0, 0.0, 0.0], [0.0, 0.0, 0.0], [0.0, 0.0, 0.0], [0.0, 0.0, 0.0], [0.1, 0.0, 0.2], [0.0, 0.0, 0.0], [0.0, 0.0, 0.0], [0.0, -0.1, 0.0], [0.0, 0.0, 0.0], [0.0, 0.1, -0.1], [0.0, 0.0, 0.0], [0.0, 0.0, 0.0], [0.0, 0.0, 0.0], [0.0, 0.0, 0.0], [0.0, 0.0, 0.0], [-0.1, -0.5, -0.1], [0.0, 0.0, 0.0], [0.0, 0.0, 0.0], [0.0, 0.0, 0.0], [0.0, 0.0, 0.0], [0.0, 0.0, 0.0], [0.2, 0.0, -0.2], [0.0, 0.0, 0.0], [0.0, 0.0, 0.0], [0.0, 0.0, 0.0], [0.0, 0.0, 0.0], [0.2, 0.0, 0.1], [0.0, -0.1, 0.0], [0.0, 0.1, 0.0], [0.1, 0.1, 0.0], [0.0, 0.0, 0.0], [0.0, 0.0, 0.0], [0.0, 0.0, 0.0], [0.0, 0.0, 0.0], [0.0, 0.0, -0.1], [0.0, 0.0, 0.0], [-0.1, 0.1, 0.1], [0.0, 0.0, 0.0], [-0.1, 0.0, 0.0], [0.0, 0.0, 0.0], [0.0, 0.0, 0.0], [-0.1, -0.2, 0.0], [0.0, 0.0, 0.0], [0.0, 0.0, 0.0], [0.0, -0.1, 0.0], [0.0, 0.0, 0.0]],
  "spin_multiplicity": 6,
  "lumo_energy_ev": [-3.44, -5.61],
  "total_charge": 1,
  "e_above_lowest_kj_mol": 49.1,
  "homo_energy_ev": [-10.95, -10.96]
}

---

{
  "formula": "C5H9N6",
  "method": "ωB97M-V/def2-TZVPD",
  "species": ["H", "N", "N", "C", "N", "H", "N", "H", "C", "H", "H", "H", "H", "C", "H", "C", "H", "C", "N", "N"],
  "xyz": [[2.728, -0.953, 2.721], [1.182, -1.361, -0.320], [-0.138, 1.987, 1.079], [2.144, -0.671, 1.771], [0.773, 1.145, 0.893], [-0.974, 1.783, 1.619], [-2.531, 0.218, -2.561], [-0.213, 2.875, 0.663], [1.291, 0.467, 1.996], [-0.339, -1.544, -2.285], [-3.176, 0.981, -2.564], [-2.974, -0.511, -3.131], [2.599, -2.426, 0.561], [-0.590, -0.611, -1.604], [0.934, 1.916, 3.259], [0.240, -0.495, -0.487], [1.302, -2.095, -1.007], [2.078, -1.542, 0.760], [-1.582, 0.247, -1.651], [1.355, 1.062, 3.042]],
  "atomic_forces_ev_per_a": [[-0.7, 0.6, -1.9], [0.4, -0.8, -0.2], [-2.2, 0.0, 1.3], [1.0, -2.9, 1.6], [-0.1, -1.1, -3.4], [0.2, -0.3, 0.5], [-0.5, 0.1, -0.1], [0.7, 0.8, -1.5], [0.2, -0.5, -2.6], [-1.1, 1.9, 0.8], [0.1, 0.7, 0.7], [1.5, -0.6, 0.4], [1.2, -1.0, 0.6], [-0.8, -1.3, -1.2], [-1.0, 1.4, -0.2], [1.2, 2.0, 2.1], [-0.2, -0.2, -0.3], [-1.2, 2.1, 0.0], [-0.1, -0.7, -1.2], [1.3, -0.2, 4.8]],
  "lumo_energy_ev": -4.55,
  "total_charge": 1,
  "e_above_lowest_kj_mol": 424.5,
  "homo_energy_ev": -12.69
}

---

{
  "formula": "C6H7CuLiO5",
  "method": "ωB97M-V/def2-TZVPD",
  "species": ["C", "O", "H", "H", "H", "O", "H", "C", "Cu", "O", "H", "H", "C", "Li", "O", "C", "H", "O", "C", "C"],
  "xyz": [[2.385, 0.772, 0.943], [-2.615, 2.214, 0.716], [-0.281, -0.314, -2.390], [0.041, -1.561, 0.664], [1.121, 1.396, -1.222], [3.353, 0.457, 1.662], [-2.456, -1.056, -1.062], [-1.938, -1.072, -0.088], [3.257, 2.344, 3.043], [2.103, -0.066, -0.078], [-2.570, -1.627, 0.627], [-0.629, -2.738, -0.596], [1.240, 0.322, -1.078], [-0.677, 1.836, 0.603], [-1.804, 0.253, 0.391], [-2.982, 1.037, 0.572], [0.976, -1.556, -2.021], [1.630, 1.751, 1.181], [-0.586, -1.709, -0.224], [0.431, -0.681, -1.644]],
  "atomic_forces_ev_per_a": [[-0.4, 0.0, 0.7], [0.4, -0.3, 0.1], [0.1, -0.1, 0.3], [-0.1, -0.3, -0.3], [0.0, -0.3, 0.1], [0.6, 0.7, 0.6], [0.1, -0.1, 0.3], [-0.5, -0.1, 0.0], [-0.5, -1.4, -1.5], [0.5, -0.1, -0.3], [0.1, 0.0, -0.2], [0.1, 0.3, 0.1], [-0.1, 0.9, 0.6], [0.0, -0.2, 0.1], [1.6, -0.3, -0.3], [-1.0, 0.7, 0.0], [-0.1, 0.2, 0.1], [-0.5, 0.8, 0.0], [1.1, 1.8, -1.6], [-1.4, -2.3, 1.1]],
  "spin_multiplicity": 2,
  "lumo_energy_ev": [-2.50, -2.50],
  "total_charge": 0,
  "e_above_lowest_kj_mol": 80.4,
  "homo_energy_ev": [-6.84, -6.84]
}